No. 1
DFT (the ωB97M-V functional and the def2-TZVPD basis) results for a molecular structure, C21H25BN5OS2Sr in a non-equilibrium geometry.

Geometry (Å):
H1 -4.19 2.60 2.47
O1 -1.12 2.10 -0.26
C1 -0.66 -5.11 -1.51
H2 -3.54 -3.32 1.64
H3 -4.87 1.05 0.31
C2 -2.44 -0.12 2.08
H4 -1.09 -5.38 -2.47
C3 5.21 -0.64 -1.90
C4 8.54 -1.33 -0.40
C5 -1.01 3.40 -0.72
H5 -1.14 2.17 3.41
N1 -2.76 1.02 2.77
C6 7.14 -1.09 -0.52
N2 9.67 -1.52 -0.29
C7 2.98 -0.39 -0.86
N3 -1.58 -4.27 -0.77
H6 -1.14 4.45 -2.65
C8 -4.12 0.90 1.06
H7 -1.91 4.26 1.04
H8 -3.39 -0.63 -1.19
H9 -2.03 -5.50 0.94
S1 -1.37 -2.30 -2.61
C9 -2.07 4.28 -0.04
C10 1.76 -0.20 -0.94
N4 -2.78 -2.53 -0.22
H10 -0.47 -6.01 -0.92
H11 0.53 3.98 0.68
C11 4.97 -0.84 0.49
C12 6.56 -0.86 -1.78
C13 -1.23 3.44 -2.25
C14 -2.19 -4.57 0.43
C15 0.39 3.95 -0.41
C16 4.38 -0.62 -0.77
B1 -3.62 -1.25 -0.18
H12 7.20 -0.88 -2.66
C17 -1.95 1.58 3.83
Sr1 -0.97 -0.18 -0.44
H13 0.27 -4.57 -1.68
H14 -1.52 0.77 4.41
C18 -1.94 -3.02 -1.17
H15 4.76 -0.47 -2.87
C19 -3.80 1.66 2.12
H16 4.33 -0.82 1.37
S2 -1.13 -1.13 2.44
H17 -2.23 3.05 -2.48
C20 6.32 -1.07 0.61
H18 -2.04 5.31 -0.39
C21 -2.93 -3.50 0.77
H19 0.53 4.96 -0.81
H20 -4.78 -1.52 -0.02
N5 -3.29 -0.21 1.03
H21 6.76 -1.24 1.59
H22 -0.49 2.80 -2.72
H23 1.13 3.28 -0.83
H24 -2.58 2.20 4.46
H25 -3.06 3.86 -0.24

The HOMO energy is -5.08 eV. Its spin multiplicity is 1. The value obtained for the energy above the lowest of the compared OMol25 structures with the same formula, charge and spin is 72.01 kJ/mol. Its net charge is -1. Its calculated total energy is -54867.7358 eV. The calculation puts the gap between HOMO and LUMO at 0.2788 Eh. The value obtained for the max |F| is 1.807 eV Å⁻¹.

---

No. 2
DFT (the ωB97M-V functional and the def2-TZVPD basis) results for C21H25Br2FN2O5S in the gas phase in a non-equilibrium geometry.

Geometry (Å):
C1 1.72 -0.44 3.71
H1 2.99 0.14 -4.47
C2 -0.66 4.74 -0.59
H2 -0.66 -5.39 -0.54
H3 -1.96 -3.60 -1.76
H4 0.66 -4.01 0.74
H5 -1.24 3.82 -0.57
C3 -1.22 -4.57 -0.08
H6 2.04 3.85 1.45
Br1 2.70 -1.30 5.10
F1 0.72 6.16 0.70
C4 1.52 3.89 0.50
Br2 -0.36 -0.26 5.62
S1 0.94 0.30 -3.26
C5 -4.08 -2.42 -1.15
C6 0.47 0.00 3.89
H7 3.46 -0.70 2.51
H8 -3.53 -2.18 -2.07
H9 1.98 -0.87 1.57
H10 1.31 -2.24 -0.62
H11 -4.26 -1.52 -0.56
H12 -1.53 -1.47 -0.38
O1 0.12 1.15 -4.08
O2 -3.77 -3.78 0.78
C7 -3.36 -3.50 -0.33
H13 -0.60 -2.90 1.21
N1 -2.30 -4.12 -0.97
C8 -0.17 0.49 0.61
C9 0.65 0.79 -1.56
C10 0.05 1.96 2.47
H14 -5.05 -2.82 -1.49
C11 -0.04 -0.01 -0.66
O3 0.10 2.95 3.14
O4 0.76 -1.10 -3.48
C12 1.16 2.01 -1.18
H15 2.77 1.74 -3.68
C13 2.68 0.66 -3.57
H16 3.25 0.35 -2.69
H17 1.70 2.61 -1.91
C14 0.35 1.73 0.99
C15 0.28 -2.57 -0.79
C16 2.45 -0.31 2.38
N2 -0.32 0.66 2.93
C17 -0.66 -1.34 -1.03
H18 -1.65 -4.99 0.83
H19 -0.28 4.57 1.48
H20 -0.18 4.92 -1.55
H21 2.57 0.74 2.13
O5 -1.74 -0.90 1.95
H22 0.32 -3.15 -1.72
C18 -0.87 -0.08 1.83
H23 -1.04 -1.36 -2.05
C19 -0.22 -3.48 0.35
H24 2.16 4.26 -0.31
C20 0.30 4.85 0.60
C21 1.00 2.53 0.08
H25 -1.39 5.54 -0.45

The HOMO energy is -9.58 eV. Its spin multiplicity is 1. The value obtained for the energy above the lowest of the compared OMol25 structures with the same formula, charge and spin is 0.00 kJ/mol. Its calculated total energy is -189037.2791 eV. As for the structure (SMILES): CC(=O)NCCCCc1c(S(C)(=O)=O)cc(C[C@H](C)F)c2c1C(=O)N(/C(Br)=C(\C)Br)C2=O. The calculation puts the gap between HOMO and LUMO at 0.3050 Eh. The value obtained for the max |F| is 2.057 eV Å⁻¹.

---

No. 3
DFT (the ωB97M-V functional and the def2-TZVPD basis) results for a gas-phase ion, C21H25ClNO2 (charge +1).

Geometry (Å):
H1 -2.36 4.06 -0.13
Cl1 -4.51 -4.19 0.62
C1 -0.05 -0.50 -0.81
H2 -0.52 -1.35 -0.30
C2 5.96 -0.99 0.66
C3 -4.53 -0.62 -1.15
H3 1.43 2.00 -0.19
H4 0.40 1.27 2.01
H5 7.28 -2.52 -0.06
H6 -3.49 -2.10 2.25
H7 -5.13 -2.61 -1.66
H8 3.17 -3.02 -1.04
H9 -0.59 -0.31 -1.74
O1 -2.46 2.00 0.06
H10 6.74 -0.42 1.13
H11 4.43 0.39 1.22
C4 -0.38 3.17 -0.03
C5 5.25 -2.88 -0.63
H12 -4.83 -0.21 -2.10
C6 1.42 -0.80 -1.08
H13 -1.21 0.90 0.20
H14 -0.67 4.05 1.70
C7 -3.76 1.68 -0.44
H15 1.49 -1.79 -1.54
C8 3.63 -1.25 0.10
H16 -1.90 3.14 -1.58
C9 3.94 -2.43 -0.58
H17 1.84 -0.10 -1.81
H18 -0.29 -0.36 1.90
O2 -0.26 3.24 1.37
H19 -3.21 0.31 1.82
C10 4.66 -0.54 0.71
H20 2.33 -0.21 2.20
H21 5.48 -3.80 -1.14
C11 -1.85 3.15 -0.48
H22 0.33 1.87 -1.58
H23 -4.51 2.29 0.07
C12 -4.70 -1.97 -0.90
C13 -4.31 -2.50 0.32
C14 0.38 1.92 -0.49
H24 0.11 4.04 -0.50
N1 -0.19 0.68 0.08
C15 -3.62 -0.33 1.05
H25 -3.81 1.89 -1.51
C16 -3.98 0.21 -0.18
C17 6.26 -2.16 -0.01
C18 -3.77 -1.68 1.30
C19 0.38 0.35 1.41
C20 2.25 -0.75 0.17
C21 1.75 -0.23 1.29

The HOMO energy is -11.44 eV. Its spin multiplicity is 1. Its net charge is +1. Its calculated total energy is -40284.1776 eV. As for the structure (SMILES): O[C@H](COCc1ccc(Cl)cc1)C[N@@H+]1CC=C(c2ccccc2)CC1. The calculation puts the gap between HOMO and LUMO at 0.3355 Eh. The value obtained for the max |F| is 0.906 eV Å⁻¹.

---

No. 4
DFT (the ωB97M-V functional and the def2-TZVPD basis) results for 2 unconnected molecules or ions with the total composition C21H25F4N3O5S2 in a non-equilibrium geometry.

Geometry (Å):
N1 -2.93 -4.69 2.01
S1 0.79 2.46 -1.85
C1 -1.45 -0.43 0.99
H1 6.84 6.93 1.15
C2 2.49 6.06 0.42
O1 -3.13 -6.21 -1.31
H2 -2.20 -3.85 -1.03
H3 -1.24 0.45 -1.79
H4 1.26 -2.62 -0.75
C3 -1.02 2.59 -1.60
C4 1.39 3.86 -0.95
H5 -3.94 -4.34 0.19
H6 -1.42 3.49 -2.08
H7 -2.09 -8.87 -0.20
H8 -0.55 -4.10 -1.55
C5 -1.79 -1.69 0.46
H9 5.85 7.11 2.61
H10 -3.13 -4.51 2.98
H11 -3.00 -8.63 -1.71
C6 -1.61 -4.72 1.75
H12 -4.22 -5.93 0.92
C7 0.51 -2.01 -0.27
C8 -0.98 -4.99 0.36
C9 5.85 6.77 1.56
C10 -4.08 -4.87 1.13
C11 2.21 3.66 0.17
C12 1.11 5.17 -1.37
H13 -0.44 -7.00 0.06
S2 3.23 7.45 1.32
C13 -0.81 -2.49 -0.16
H14 0.14 0.99 1.30
H15 -2.81 -2.05 0.55
O2 -1.62 1.39 -3.60
C14 -0.13 0.03 0.88
F1 0.32 5.39 -2.45
H16 -1.23 2.66 -0.53
C15 -1.71 1.36 -2.18
C16 -1.17 -3.87 -0.68
C17 2.75 4.76 0.85
H17 0.08 -4.94 0.59
H18 -4.97 -4.49 1.61
H19 -1.22 -8.56 -1.73
F2 3.54 4.52 1.93
H20 -1.99 0.58 -3.99
O3 2.69 8.76 0.92
H21 -2.20 0.17 1.49
F3 2.49 2.40 0.59
C18 -2.18 -6.85 -0.88
N2 4.85 7.51 0.78
H22 -2.76 1.34 -1.87
O4 -0.86 -4.54 2.70
H23 1.86 -0.39 0.17
C19 1.67 6.27 -0.69
H24 5.65 5.70 1.55
N3 -1.15 -6.34 -0.20
C20 -2.11 -8.34 -1.15
O5 3.24 7.27 2.77
C21 0.85 -0.75 0.24
F4 1.39 7.51 -1.15
H25 5.07 8.49 0.73

The HOMO energy is -9.14 eV. Its spin multiplicity is 1. Its calculated total energy is -69429.2917 eV. As for the structure (SMILES): CNS(=O)(=O)c1c(F)c(F)c(SCCO)c(F)c1F.CNC(=O)[C@H](Cc1ccccc1)NC(C)=O. The calculation puts the gap between HOMO and LUMO at 0.3218 Eh. The value obtained for the max |F| is 4.413 eV Å⁻¹.

---

No. 5
DFT (the ωB97M-V functional and the def2-TZVPD basis) results for a molecular structure, C21H25IN5O2Te4Tl in a non-equilibrium geometry.

Geometry (Å):
H1 -6.17 2.74 -1.77
H2 -4.92 2.75 1.08
H3 5.83 2.07 -0.47
C1 1.91 -2.33 1.10
H4 1.42 -3.69 2.66
H5 3.64 -3.74 3.67
H6 -2.50 2.12 1.88
N1 2.34 3.90 -2.79
Te1 -1.65 -2.04 1.39
H7 -5.38 -0.97 -2.09
C2 -3.48 1.11 -0.75
N2 2.59 -0.47 -0.28
H8 -2.96 -0.75 -1.36
C3 3.93 2.26 -2.10
Te2 0.19 -3.20 0.18
C4 3.47 -3.13 2.79
I1 -0.24 0.10 2.09
C5 2.21 -3.09 2.22
H9 -5.08 3.95 -0.22
C6 -4.47 3.12 0.14
H10 5.21 0.52 -2.25
C7 0.11 4.05 -1.83
C8 2.92 -1.51 0.60
H11 5.53 -2.58 2.50
N3 -2.44 1.19 0.01
C9 4.51 -2.48 2.15
C10 3.03 1.74 -1.17
Te3 -3.79 -6.40 -0.72
N4 -3.61 0.01 -1.52
C11 -2.23 2.36 0.84
H12 -0.05 4.61 -0.91
H13 -2.99 4.36 1.15
H14 4.28 0.62 0.19
C12 -4.65 -0.25 -2.49
O1 1.07 2.22 0.08
H15 4.21 3.77 -3.59
H16 -4.19 -0.70 -3.38
H17 -6.33 1.16 -0.95
C13 1.50 3.48 -1.87
C14 5.28 1.62 -2.29
N5 -4.44 2.09 -0.87
H18 -1.16 2.61 0.82
H19 -2.62 3.96 -0.55
H20 -0.62 3.24 -1.85
H21 5.68 1.90 -3.27
C15 1.82 2.46 -0.93
C16 -5.33 1.07 -2.86
C17 -5.67 1.79 -1.56
Tl1 0.04 0.08 -0.59
C18 3.54 3.35 -2.85
Te4 -2.54 -4.25 0.35
H22 -0.05 4.69 -2.70
H23 5.05 -1.17 0.56
C19 3.34 0.56 -0.38
C20 4.23 -1.67 1.07
H24 -6.23 0.88 -3.43
H25 -4.65 1.69 -3.45
O2 6.24 2.09 -1.35
C21 -3.04 3.57 0.39

The HOMO energy is -0.32 eV. Its spin multiplicity is 1. The value obtained for the energy above the lowest of the compared OMol25 structures with the same formula, charge and spin is 544.47 kJ/mol. Its net charge is -2. Its calculated total energy is -75694.4293 eV. The calculation puts the gap between HOMO and LUMO at 0.1596 Eh. The value obtained for the max |F| is 4.963 eV Å⁻¹.

---

No. 6
DFT (the ωB97M-V functional and the def2-TZVPD basis) results for a molecular structure, C21H25N3O2Ru in a non-equilibrium geometry.

Geometry (Å):
H1 -2.67 1.45 4.89
H2 1.23 2.76 -3.25
C1 -1.85 1.71 -2.02
N1 1.47 -1.70 -0.59
C2 -0.79 -1.84 1.28
H3 2.82 0.90 -3.40
Ru1 0.11 -0.10 -0.68
N2 -1.36 1.35 -0.71
C3 -0.85 2.64 -2.70
H4 1.85 -2.99 3.09
C4 -1.58 1.30 1.68
C5 -2.07 1.54 0.34
C6 0.34 0.43 -4.22
C7 2.44 -1.15 -2.78
H5 3.29 -1.35 -3.42
H6 -2.83 2.19 -1.97
C8 -2.45 1.48 2.76
H7 0.92 1.03 -4.93
H8 -2.23 -2.54 4.26
C9 1.59 -2.12 0.63
H9 -0.28 0.90 5.28
C10 0.83 -2.70 2.88
C11 -2.00 1.32 4.05
C12 -1.45 -2.45 3.51
H10 2.56 -2.49 0.96
C13 2.67 -1.82 -1.44
C14 2.21 0.36 -2.67
H11 2.86 -2.88 -1.62
C15 0.60 2.17 -2.57
H12 -3.08 1.94 0.24
C16 0.21 0.84 3.21
H13 -0.89 3.63 -2.24
H14 -2.78 -1.71 1.99
C17 -0.23 0.98 1.89
O1 -1.13 -1.40 0.06
C18 -0.66 1.01 4.27
H15 0.10 -3.18 4.82
H16 -0.71 0.66 -4.34
C19 -1.77 -1.98 2.25
H17 -3.48 1.74 2.57
H18 2.51 0.71 -1.68
H19 1.58 -1.64 -3.22
H20 -1.97 0.79 -2.60
H21 1.26 0.61 3.36
H22 0.47 -0.62 -4.46
H23 0.95 2.35 -1.56
C20 0.53 -2.21 1.59
H24 -1.14 2.76 -3.74
C21 -0.14 -2.81 3.84
O2 0.66 0.86 0.89
H25 3.55 -1.42 -0.93
N3 0.78 0.72 -2.85

The HOMO energy (spin up / spin down) is -11.22 / -11.22 eV. Its spin multiplicity is 2. The value obtained for the energy above the lowest of the compared OMol25 structures with the same formula, charge and spin is 108.74 kJ/mol. Its net charge is +1. Its calculated total energy is -33323.8613 eV. The calculation puts the gap between HOMO and LUMO (spin up / spin down) at 0.2831 / 0.2838 Eh. The value obtained for the max |F| is 1.382 eV Å⁻¹. Its expectation value of S² is 0.76.

---

Which of these has the lowest calculated total energy? C21H25Br2FN2O5S

---

Number 2 is which compound? C21H25Br2FN2O5S

---

Among the records above, which one has the highest calculated total energy? C21H25N3O2Ru

---

Look up the spin multiplicity of the fifth one. 1